{
  "formula": "C6H14NdO3",
  "method": "ωB97M-V/def2-TZVPD",
  "gap_ev": [7.25, 7.30],
  "lumo_ev": [-13.7, -13.6],
  "total_charge": 3,
  "s_squared": 3.758,
  "spin_multiplicity": 4,
  "elements": ["H", "C", "H", "H", "H", "C", "O", "C", "C", "O", "C", "C", "O", "H", "H", "H", "H", "H", "H", "H", "H", "H", "H", "Nd"],
  "coordinates": [[2.00932, 0.01472, -1.28035], [2.97741, -0.15196, -0.39547], [3.43231, -0.24388, 0.60057], [3.55429, 0.70619, -0.76050], [3.12278, -1.18848, -0.72768], [0.20128, 0.69057, -2.31535], [-0.85614, 0.98722, -1.64816], [-1.81427, -0.06341, -1.31052], [-2.39158, 0.17476, 0.06219], [-1.40321, 0.46551, 1.03311], [-0.94483, -0.49812, 2.00341], [0.57863, -0.50267, 1.92291], [1.18764, 0.70401, 1.53493], [0.30884, -0.34985, -2.64768], [0.68824, 1.55352, -2.78181], [-1.28355, -1.02366, -1.35207], [-2.59980, -0.01471, -2.07331], [-2.92067, -0.73274, 0.38350], [-3.03498, 1.06225, 0.03269], [-1.34565, -1.49475, 1.77603], [-1.33858, -0.20498, 2.98529], [0.77214, -1.16011, 1.05358], [0.99119, -0.99814, 2.81744], [0.10918, 2.26870, 1.08725]],
  "lowdin_charge": [0.0924, 0.0141, 0.0781, 0.0454, 0.0578, 0.2039, -0.0412, -0.0398, -0.1064, -0.3334, -0.1098, -0.2148, -0.4203, 0.1562, 0.1641, 0.1621, 0.1837, 0.1774, 0.1621, 0.1664, 0.1560, 0.1302, 0.1694, 2.1463]
}

{
  "formula": "C18H19NO9",
  "method": "ωB97M-V/def2-TZVPD",
  "gap_ev": 7.69,
  "lumo_ev": -1.1,
  "spin_multiplicity": 1,
  "elements": ["O", "O", "O", "O", "O", "O", "O", "O", "O", "C", "C", "C", "C", "C", "C", "C", "C", "C", "C", "C", "C", "N", "C", "C", "C", "C", "C", "C", "H", "H", "H", "H", "H", "H", "H", "H", "H", "H", "H", "H", "H", "H", "H", "H", "H", "H", "H"],
  "coordinates": [[1.42169, -3.47883, -1.22042], [-4.74245, -4.36994, -1.31108], [3.95939, 0.47713, 1.70402], [-0.09999, 3.56963, 1.37841], [2.28764, -1.90484, -2.53894], [-4.14967, -5.32491, 0.70968], [4.35772, 3.13994, 1.85545], [2.68012, -1.86362, -0.27268], [-3.19265, -3.40653, 0.06638], [2.07342, -2.49502, -1.34499], [-4.08355, -4.36601, -0.24753], [3.03750, 1.18652, 1.22748], [0.81844, 2.86469, 1.15585], [2.13573, 3.46447, 1.34991], [3.21326, 2.63441, 1.42137], [1.65170, 0.62614, 1.05007], [0.55393, 1.50150, 1.02086], [-0.07107, -0.71950, 1.10623], [1.27350, -0.80882, 1.13551], [-0.81541, -1.88942, 0.44475], [-1.80819, -1.59106, -0.44793], [-0.52710, 0.61450, 1.01427], [1.47387, -2.38665, -3.68087], [-3.65657, -5.10969, 2.00635], [5.35960, 3.01326, 0.90814], [2.06328, -1.99853, 0.97443], [-2.71666, -2.61106, -0.97399], [-1.92774, 1.10453, 1.16614], [2.09770, 4.50546, 1.62590], [-0.63365, -2.83787, 0.83157], [-1.98947, -0.53420, -0.61023], [1.50011, -3.38814, -3.84121], [1.82800, -1.93649, -4.65160], [0.37217, -2.16528, -3.45626], [-2.62036, -4.91278, 2.13100], [-4.23380, -4.38716, 2.51838], [-3.82118, -6.13768, 2.33573], [6.04532, 2.19774, 1.18233], [4.95858, 2.89258, -0.05997], [6.01878, 3.88523, 0.98242], [2.78046, -2.03892, 1.74242], [1.45091, -2.94735, 1.03747], [-3.49963, -2.12442, -1.45948], [-2.11985, -3.17514, -1.76382], [-2.63907, 0.33557, 1.46815], [-2.29392, 1.54059, 0.27662], [-1.86669, 1.74155, 2.08434]],
  "lowdin_charge": [0.1339, 0.0971, 0.1050, 0.1340, 0.0008, 0.0019, -0.0465, 0.0548, 0.0269, -0.5453, -0.4969, -0.1940, -0.3957, 0.1279, -0.2479, 0.0221, -0.0739, -0.1193, -0.0817, 0.0358, -0.0456, -0.0093, -0.0051, -0.0506, -0.0763, -0.1430, -0.1935, -0.0024, 0.1384, 0.0923, 0.0969, 0.0398, 0.1121, 0.1166, 0.0812, 0.0892, 0.1082, 0.1007, 0.0893, 0.0999, 0.1224, 0.1456, 0.1089, 0.1665, 0.0901, 0.0778, 0.1111]
}

{
  "formula": "C3H6N2O",
  "method": "ωB97M-V/def2-TZVPD",
  "gap_ev": 10.78,
  "lumo_ev": 1.0,
  "spin_multiplicity": 1,
  "elements": ["N", "C", "C", "O", "C", "N", "H", "H", "H", "H", "H", "H"],
  "coordinates": [[0.39626, 0.31735, 1.64635], [0.37057, -0.40192, 0.39077], [-1.03561, -0.86342, -0.01858], [-1.03780, 0.06955, -1.13405], [0.28493, 0.37803, -0.91574], [1.09115, 1.02972, -1.62171], [1.32185, 0.69665, 1.81860], [-0.23631, 1.11206, 1.59942], [1.15210, -1.16410, 0.39200], [-1.12098, -1.88700, -0.39117], [-1.81902, -0.64124, 0.70920], [0.63287, 1.35430, -2.47508]],
  "lowdin_charge": [0.0502, -0.2927, -0.0990, -0.0002, -0.4313, 0.1626, 0.0784, 0.0837, 0.1458, 0.1194, 0.1208, 0.0624]
}

{
  "formula": "C3H5NO",
  "method": "ωB97M-V/def2-TZVPD",
  "gap_ev": 10.09,
  "lumo_ev": 0.8,
  "spin_multiplicity": 1,
  "elements": ["O", "C", "C", "N", "C", "H", "H", "H", "H", "H"],
  "coordinates": [[-0.72438, 2.12187, 0.14971], [-0.32262, 1.00328, 0.00746], [-0.93060, -0.40290, -0.24855], [0.44467, -0.86402, -0.51813], [0.99936, 0.29859, 0.15741], [-1.41834, -0.90073, 0.60608], [-1.58939, -0.39571, -1.11432], [0.73761, -1.77917, -0.18992], [0.78341, 0.32986, 1.26420], [2.02026, 0.58893, -0.11394]],
  "lowdin_charge": [0.1028, -0.3871, -0.1128, -0.0590, -0.1449, 0.1220, 0.1098, 0.1038, 0.1430, 0.1224]
}

{
  "formula": "C24H24BrClN3O4S2Zn",
  "method": "ωB97M-V/def2-TZVPD",
  "gap_ev": 7.35,
  "lumo_ev": -4.4,
  "total_charge": 1,
  "spin_multiplicity": 1,
  "elements": ["Zn", "C", "C", "C", "C", "C", "Br", "N", "C", "H", "H", "H", "H", "H", "H", "S", "C", "N", "C", "C", "N", "C", "C", "C", "C", "C", "C", "C", "C", "S", "C", "C", "C", "C", "C", "C", "C", "H", "H", "H", "H", "H", "H", "H", "H", "H", "H", "H", "H", "H", "H", "H", "H", "H", "H", "O", "Cl", "O", "O", "O"],
  "coordinates": [[1.83111, 2.44103, 0.08256], [6.66096, -0.03650, 0.00470], [5.83519, 1.05244, 0.59735], [6.33834, 1.94026, 1.54923], [5.51865, 2.90774, 2.10285], [4.20035, 2.96224, 1.68306], [2.96526, 4.15479, 2.44354], [3.70957, 2.13862, 0.75667], [4.50737, 1.21586, 0.22255], [7.66951, -0.02425, 0.40617], [6.71433, 0.06514, -1.07738], [6.21872, -1.00955, 0.21349], [7.36722, 1.86588, 1.86475], [5.88129, 3.59736, 2.84623], [4.05367, 0.58296, -0.52862], [0.94839, 0.67942, -1.32939], [-0.63531, 0.63907, -0.76640], [-1.58881, 0.14034, -1.54618], [-2.85424, -0.28336, -0.98431], [-3.30769, 0.69419, 0.08501], [-2.23820, 0.93073, 1.03320], [-2.65318, 1.05531, 2.42007], [-3.10417, -0.29269, 2.93492], [-2.18929, -1.33399, 3.03528], [-2.59281, -2.57300, 3.49919], [-3.91280, -2.78137, 3.86722], [-4.82754, -1.74728, 3.76644], [-4.42623, -0.50805, 3.29609], [-0.98050, 1.02839, 0.62938], [0.21292, 1.52120, 1.71286], [-1.37439, -0.19754, -2.94085], [-1.34361, -1.68582, -3.19828], [-2.29685, -2.27007, -4.01922], [-2.24138, -3.62444, -4.30251], [-1.23635, -4.40402, -3.75547], [-0.28767, -3.82708, -2.92560], [-0.33872, -2.47253, -2.64841], [-2.72899, -1.28727, -0.55707], [-3.59527, -0.34394, -1.78198], [-4.16433, 0.28206, 0.62353], [-3.60139, 1.65000, -0.36475], [-3.46974, 1.77841, 2.47971], [-1.81596, 1.42393, 3.01109], [-1.15714, -1.17052, 2.75788], [-1.87474, -3.37468, 3.58642], [-4.22717, -3.74853, 4.22973], [-5.85462, -1.90022, 4.06050], [-5.14638, 0.29497, 3.22677], [-0.43040, 0.24588, -3.25783], [-2.19021, 0.25598, -3.51117], [-3.08355, -1.66753, -4.45139], [-2.97941, -4.06647, -4.95486], [-1.19145, -5.45934, -3.97702], [0.50112, -4.43206, -2.50357], [0.40621, -2.02151, -2.00852], [1.87186, 5.19272, -2.54884], [2.10294, 4.24911, -1.57003], [2.97232, 4.66516, -0.53841], [2.60688, 3.01226, -2.07432], [0.84632, 3.88019, -0.90607]],
  "lowdin_charge": [0.3566, -0.0308, -0.2256, 0.0190, -0.0577, -0.7021, 0.8872, -0.0526, -0.0513, 0.0851, 0.0940, 0.0926, 0.1284, 0.1154, 0.1250, 0.8469, -0.5916, -0.0932, -0.0814, -0.0802, -0.0918, -0.1169, -0.2220, -0.0346, -0.0650, -0.0697, -0.0655, -0.0454, -0.6133, 0.7768, -0.1253, -0.2184, -0.0411, -0.0668, -0.0719, -0.0664, -0.0397, 0.1534, 0.1432, 0.1360, 0.1522, 0.1430, 0.0754, 0.1065, 0.1094, 0.1098, 0.1103, 0.1161, 0.0874, 0.1389, 0.1138, 0.1097, 0.1086, 0.1083, 0.0816, -0.2114, 0.6263, -0.3583, -0.3752, -0.3916]
}

{
  "formula": "C4H6NO3",
  "method": "ωB97M-V/def2-TZVPD",
  "gap_ev": 8.68,
  "lumo_ev": 4.2,
  "total_charge": -1,
  "spin_multiplicity": 1,
  "elements": ["O", "C", "C", "C", "C", "O", "O", "N", "H", "H", "H", "H", "H", "H"],
  "coordinates": [[-0.50037, -1.89451, -1.05425], [-0.92927, -0.90146, -0.49249], [-0.17950, -0.14437, 0.68137], [0.80403, 0.76610, 0.03787], [-0.15011, 1.59968, -1.08376], [-0.54556, 0.79294, -2.02468], [-0.45643, 2.79066, -1.03846], [0.30099, -1.37191, 1.43579], [-1.86531, -0.58568, -0.89804], [-1.02486, 0.38322, 1.48596], [1.27638, 1.47826, 0.85797], [1.36735, 0.27294, -0.65512], [1.16336, -0.97944, 1.91613], [0.73930, -2.20643, 0.83171]],
  "lowdin_charge": [-0.0225, -0.2807, -0.3853, -0.0959, -0.6426, -0.1200, -0.0539, -0.0515, 0.0964, 0.1928, 0.1351, 0.0626, 0.0564, 0.1092]
}

Computed values of electronic energy (unit: eV) for the preceding records, in sequence: -27832.5510; -38886.8953; -8234.9123; -6727.8007; -190579.9096; -11877.3516.
Computed values of energy relative to the best compared isomer or geometry (same formula, charge and spin) (unit: eV) for the preceding records, in sequence: 1.771; 4.376; 1.786; 1.772; 0.974; 3.117.